# 1
Here is C27H32FeN7S as an isolated structure from the Open Molecules 2025 dataset. Energies are from the ωB97M-V functional and the def2-TZVPD basis.

The geometry in ORCA input format:
```
! wB97M-V def2-TZVPD RIJCOSX def2/J DEFGRID3
* xyz 2 6
Fe -0.81280 -1.57442 0.58368
C -3.11458 1.04065 3.08335
C -4.41737 0.96065 2.64415
C -4.74962 -0.06399 1.77188
C -3.76242 -0.98146 1.33807
N -2.45255 -0.85450 1.75154
C -2.17112 0.11512 2.59885
N -4.21603 -1.97207 0.57788
C -3.45414 -2.92479 -0.01601
N -2.16993 -2.82765 -0.29550
C -1.79407 -4.05251 -0.92471
N -0.63712 -4.39378 -1.29944
C 0.55579 -3.72519 -1.02130
C 1.63880 -4.05742 -1.82695
C 2.89249 -3.56731 -1.52915
C 3.05796 -2.78661 -0.39101
C 1.94408 -2.48775 0.35494
N 0.69897 -2.90406 0.04193
C -2.99761 -4.89401 -1.05648
C -3.18798 -6.15844 -1.56700
C -4.47746 -6.68304 -1.48383
C -5.52403 -5.96353 -0.90717
C -5.32017 -4.69029 -0.38803
C -4.03693 -4.17993 -0.48010
H -2.80097 1.80153 3.78476
H -5.16503 1.66453 2.98356
H -5.75771 -0.21475 1.41343
H -1.14320 0.18854 2.92651
H 1.46550 -4.72529 -2.65840
H 3.73999 -3.82231 -2.15150
H 4.03081 -2.43493 -0.07884
H 2.03680 -1.90081 1.25995
H -2.37571 -6.71643 -2.01224
H -4.67243 -7.67307 -1.87357
H -6.50914 -6.40732 -0.86171
H -6.12578 -4.12716 0.06318
C 3.44587 6.26837 -2.10810
C 3.64087 4.77572 -2.34225
C 2.38540 3.97767 -2.00994
C 2.58667 2.48729 -2.24253
N 1.39906 1.68322 -1.92723
C 1.06442 1.21373 -0.73445
S -0.42820 0.31743 -0.70760
N 1.86790 1.46425 0.29687
C 1.65948 1.10698 1.69730
C 1.03179 2.21338 2.53915
C 1.97450 3.34999 2.93179
C 2.52062 4.17885 1.77270
H 4.34522 6.82782 -2.36033
H 3.20894 6.47480 -1.06214
H 2.63082 6.65840 -2.71960
H 4.47664 4.41159 -1.73558
H 3.91653 4.59636 -3.38528
H 1.54830 4.32197 -2.62368
H 2.10274 4.15673 -0.96723
H 3.43306 2.10470 -1.66527
H 2.82436 2.29103 -3.28706
H 0.74269 1.48975 -2.66785
H 2.65806 2.06365 0.11303
H 2.63222 0.83044 2.10900
H 1.04152 0.20975 1.70899
H 0.67226 1.74733 3.46256
H 0.16007 2.60819 2.00439
H 2.80192 2.93794 3.51595
H 1.43030 4.01109 3.60849
H 3.29310 3.64982 1.20546
H 2.99181 5.08888 2.14118
H 1.72578 4.47670 1.08458
*
```

The value obtained for the LUMO energy (alpha / beta) is -6.47 / -8.95 eV. Its HOMO energy (alpha / beta) is -14.2 / -14.2 eV. The total energy is -84159.2659 eV. The relative energy (zero: lowest compared OMol25 entry of this formula, charge and spin) comes out at 10.0 kcal per mole. For the largest force on an atom, the calculation gives 0.41 eV/Å.

# 2
Here is one molecule with the formula C6H9N from the Open Molecules 2025 dataset. Energies are from the ωB97M-V functional and the def2-TZVPD basis.

The geometry in ORCA input format:
```
! wB97M-V def2-TZVPD RIJCOSX def2/J DEFGRID3
* xyz 0 1
C -0.35122 -1.94627 2.29560
C -0.13252 -0.60316 1.76390
C 0.07205 0.45341 1.22065
C 0.35708 1.48289 0.21447
C 0.57443 0.70846 -1.07365
C -0.58155 0.27334 -1.87948
N 0.28929 1.36243 -2.33932
H -1.06703 -2.48135 1.66157
H -0.73780 -1.93467 3.31816
H 0.58918 -2.50743 2.28494
H 1.24112 2.07766 0.47477
H -0.47968 2.18090 0.09270
H 1.41987 0.02212 -1.02327
H -1.58073 0.58146 -1.57691
H -0.54249 -0.69025 -2.38396
H 0.93000 1.02045 -3.05018
*
```

The value obtained for the LUMO energy is 0.98 eV. Its HOMO energy is -9.5 eV. The total energy is -7855.2064 eV. The relative energy (zero: lowest compared OMol25 entry of this formula, charge and spin) comes out at 68.1 kcal per mole. For the largest force on an atom, the calculation gives 0.58 eV/Å. Its SMILES is CC#CC[C@H]1CN1.

# 3
Here is a 2-piece molecular cluster, C6H12Cl2N4S overall in a non-equilibrium geometry from the Open Molecules 2025 dataset. Energies are from the ωB97M-V functional and the def2-TZVPD basis.

The geometry in ORCA input format:
```
! wB97M-V def2-TZVPD RIJCOSX def2/J DEFGRID3
* xyz 0 1
C 0.56051 0.76197 0.40917
C 2.84060 1.53139 -0.22088
C -1.53039 1.36979 -0.65114
C 1.59566 0.76018 -0.62735
C -2.33194 -2.70449 0.56566
C -1.32905 -3.20647 1.52804
N -1.22743 0.84058 1.64199
N -0.32274 0.48162 2.39302
N -0.77006 0.93960 0.37803
N 0.79160 0.48171 1.75019
S -1.39772 -2.09779 -0.85764
Cl -2.28907 -3.68798 3.03123
Cl 2.11111 -0.77909 2.33133
H 3.22667 0.89106 0.51756
H 2.41616 2.43148 0.08147
H 3.49237 1.69298 -1.05216
H -2.58512 1.46485 -0.28561
H -1.17056 2.38053 -1.11914
H -1.54661 0.58366 -1.53176
H 1.83031 -0.34177 -0.93881
H 1.09283 1.19893 -1.49196
H -2.92555 -3.48883 0.00344
H -2.91821 -1.84327 0.96973
H -0.71840 -4.10009 1.40905
H -0.60755 -2.27247 1.73365
*
```

The value obtained for the LUMO energy (alpha / beta) is 0.13 / -2.49 eV. Its HOMO energy (alpha / beta) is -9.7 / -7.0 eV. The total energy is -48251.3217 eV. The relative energy (zero: lowest compared OMol25 entry of this formula, charge and spin) comes out at 68.6 kcal per mole. For the largest force on an atom, the calculation gives 5.99 eV/Å.

# 4
Here is a 10-piece molecular cluster, C22H64N2O10 overall in a non-equilibrium geometry from the Open Molecules 2025 dataset. Energies are from the ωB97M-V functional and the def2-TZVPD basis.

The geometry in ORCA input format:
```
! wB97M-V def2-TZVPD RIJCOSX def2/J DEFGRID3
* xyz 0 1
N -5.45077 -1.35471 -0.24123
C -4.55730 -1.98942 -0.86542
N -4.73320 -3.22346 -0.86784
O -3.50787 -1.56555 -1.31318
H -5.31589 -0.37187 -0.05168
H -6.34929 -1.74953 -0.00274
H -3.90356 -3.79887 -0.84127
H -5.67979 -3.55029 -0.73643
C 0.88846 4.08112 -1.26831
C -0.19657 3.62435 -0.24986
C -1.45137 4.55508 -0.02626
O -0.66104 2.28860 -0.61425
H 0.21402 4.14905 -2.12190
H 1.70907 3.38513 -1.44241
H 1.25809 5.05988 -0.96254
H 0.24461 3.54942 0.74405
H -2.01905 4.41398 0.89349
H -2.09152 4.33798 -0.88133
H -1.04256 5.56396 0.02986
H -1.58863 2.21569 -0.37791
C -1.29180 1.96534 -4.59047
C -0.72560 0.76627 -3.83842
C -0.35278 -0.44997 -4.73659
O 0.47234 1.17588 -3.22022
H -0.67264 2.24871 -5.44160
H -1.30982 2.83539 -3.93411
H -2.19622 1.70937 -5.14238
H -1.30361 0.27541 -3.05544
H -0.12284 -1.37573 -4.20914
H 0.51277 -0.24729 -5.36734
H -1.28116 -0.70889 -5.24567
H 0.40863 1.24580 -2.26489
C 1.15135 -4.20400 3.54358
C -0.29317 -3.75170 3.87761
C -1.27618 -4.84852 3.39390
O -0.12352 -3.79553 5.29289
H 1.17897 -4.44578 2.48109
H 1.41061 -5.19856 3.90654
H 1.94539 -3.45748 3.56107
H -0.62817 -2.76445 3.55946
H -0.89924 -5.79764 3.77494
H -1.43756 -4.85306 2.31593
H -2.25902 -4.60360 3.79655
H 0.58877 -3.20160 5.54086
C -4.42631 2.27219 -2.18450
C -4.20693 2.32047 -0.68574
O -3.16603 1.47163 -0.26775
H -5.25251 2.90719 -2.50427
H -4.66752 1.22422 -2.36248
H -3.50726 2.54886 -2.70111
H -5.10700 1.99372 -0.16496
H -4.19881 3.36962 -0.39026
H -3.36160 0.60517 -0.63188
C 4.22984 3.19966 2.13247
C 4.34956 1.74026 1.80954
O 3.83163 0.99108 2.96335
H 4.72024 3.79809 1.36468
H 4.65106 3.53632 3.07974
H 3.19019 3.48076 1.96446
H 5.34425 1.44307 1.47734
H 3.69339 1.47040 0.98205
H 3.24756 1.37855 3.61934
C 0.15275 -0.37049 1.36825
C 0.98139 -0.59738 0.05435
O -0.01394 -1.23939 -0.83107
H -0.70666 0.26505 1.15465
H 0.80987 -0.02615 2.16683
H -0.28076 -1.31839 1.68707
H 1.86223 -1.19026 0.30077
H 1.47512 0.29257 -0.33594
H -0.78094 -0.66565 -0.89541
C 0.37469 3.23130 3.75751
C 1.72406 3.55655 4.36128
O 2.39318 2.37587 4.82849
H 0.57888 2.48579 2.98899
H -0.17870 4.09693 3.39346
H -0.22220 2.79276 4.55720
H 1.55731 4.08815 5.29813
H 2.27420 4.17822 3.65491
H 3.02692 2.45983 5.54467
C 0.86628 -6.02385 -0.70228
C 0.68136 -4.55514 -0.52131
O 0.55424 -4.03521 -1.85922
H 1.72340 -6.34861 -1.29219
H 0.06054 -6.61149 -1.14221
H 1.01023 -6.45552 0.28818
H 1.35994 -3.98669 0.11470
H -0.29124 -4.38179 -0.06076
H 0.53760 -3.07952 -1.76984
C 3.93694 -0.01395 -2.26518
C 3.33233 -0.91380 -3.43710
O 3.30374 -2.27776 -3.10896
H 3.55310 -0.32608 -1.29393
H 3.65941 1.02359 -2.45118
H 4.99333 -0.20529 -2.07668
H 3.90491 -0.65436 -4.32757
H 2.31064 -0.63501 -3.69502
H 2.85073 -2.82501 -3.75462
*
```

The value obtained for the LUMO energy is 0.25 eV. Its HOMO energy is -9.2 eV. The total energy is -47302.6640 eV. The relative energy (zero: lowest compared OMol25 entry of this formula, charge and spin) comes out at 94.2 kcal per mole. For the largest force on an atom, the calculation gives 8.20 eV/Å. Its SMILES is NC(N)=O.CC(C)O.CC(C)O.CC(C)O.CCO.CCO.CCO.CCO.CCO.CCO.

> Which of these has the highest largest force on an atom?

C22H64N2O10